1.
Below is a single ClH4PSi molecule in a non-equilibrium geometry, with properties calculated with ωB97M-V with the def2-TZVPD basis set.

Geometry as XYZ:
```
7
Properties=species:S:1:pos:R:3
Si 0.2650 -0.1437 -1.2825
P 1.1648 -0.0843 1.1760
Cl 1.3866 -1.4819 -2.2641
H -1.1876 -0.4458 -1.2657
H 0.3193 1.2756 -1.7800
H 0.0844 0.6544 1.4154
H 0.9365 -1.2614 1.9771
```

Results
**Energy above the lowest of the compared OMol25 structures with the same formula, charge and spin**: 0.952 eV
**LUMO**: 0.34 eV
**Max |F|**: 3.0 eV/A
**Spin multiplicity**: 1
**SMILES**: P[SiH2]Cl

---

2.
Below is a gas-phase ion, C9H16N3O2 (charge +1) in a non-equilibrium geometry, with properties calculated with ωB97M-V with the def2-TZVPD basis set.

Geometry as XYZ:
```
30
Properties=species:S:1:pos:R:3
C -2.9456 0.8101 -1.3900
C -0.8184 0.8217 -0.2825
C -3.5635 0.3696 -0.1224
C 1.9788 -1.5701 -0.6259
C 2.5089 -0.5572 0.3634
C 0.4005 0.0321 -0.3240
C -0.0614 -1.4779 -1.9996
C 0.5919 -0.2985 2.1077
C 1.7744 1.6161 1.3014
N -1.5465 0.8357 -1.4918
N 0.7359 -1.0011 -1.1144
N 1.3234 0.1984 0.8036
O -3.5678 0.8830 -2.4138
O -1.0730 1.5876 0.6768
H -3.3069 -0.6677 0.0045
H -3.2317 0.9443 0.7320
H 2.7225 -1.6491 -1.4579
H 1.8190 -2.6261 -0.2146
H 2.9772 -1.0532 1.2815
H 3.2524 0.1775 -0.0917
H -1.0863 -1.2168 -2.0973
H 0.2369 -2.3137 -2.6284
H -4.6785 0.5053 -0.2262
H -0.0354 -1.1773 1.9840
H 1.2050 -0.4495 3.0256
H -0.0712 0.5362 2.2425
H 2.5963 1.9052 0.7281
H 0.8860 2.2974 1.2117
H 1.9347 1.5790 2.3956
H -0.9576 0.9588 -2.3778
```

Results
**Energy above the lowest of the compared OMol25 structures with the same formula, charge and spin**: 3.841 eV
**LUMO (spin up / spin down)**: -4.19 / -4.19 eV
**Max |F|**: 3.6 eV/A
**Charge**: +1
**Spin multiplicity**: 1
**SMILES**: C=[N+]1CC[N+](C)(C)/C1=C(\[O-])NC(C)=O

---

3.
Below is a single C4H4FNO2 molecule in a non-equilibrium geometry, with properties calculated with ωB97M-V with the def2-TZVPD basis set.

Geometry as XYZ:
```
12
Properties=species:S:1:pos:R:3
C 0.0373 0.9642 0.3687
C 0.4834 -0.3503 -0.2991
C -0.3829 -1.3947 0.0198
C 0.4653 0.0101 -1.7916
H -0.7941 1.1593 2.2199
H 0.7553 1.7489 0.2910
H -0.9030 1.2349 -0.1599
H 0.0975 -2.2210 0.5462
N 0.3576 0.5550 -2.8532
O -0.2173 0.5539 1.6612
O -1.6055 -1.4278 -0.1619
F 1.7065 -0.8323 0.1589
```

Results
**Energy above the lowest of the compared OMol25 structures with the same formula, charge and spin**: 1.523 eV
**LUMO**: 0.04 eV
**Max |F|**: 7.5 eV/A
**Spin multiplicity**: 1
**SMILES**: N#C[C@](F)(C=O)CO